Below is a molecular structure, C4H10BrHfInOP in a non-equilibrium geometry, with properties calculated with the ωB97M-V functional and the def2-TZVPD basis.

charge = +3
total energy = -92124.660 eV
molar mass = 478.309 g/mol

Element x y z (Å)
C: 1.974 -1.085 0.648
P: 1.364 -0.496 -0.966
C: 1.244 1.388 -0.685
In: -1.117 -1.337 -0.983
C: -1.841 -0.472 1.015
C: -2.515 0.711 0.498
O: -2.235 1.819 0.771
Br: -3.803 0.234 -0.850
H: 1.889 -0.351 1.432
H: 2.992 -1.443 0.580
H: 1.377 -1.932 0.953
H: 0.567 1.539 0.136
H: 2.256 1.869 -0.442
H: 0.789 1.854 -1.544
H: -1.237 -3.082 -0.974
H: -1.918 -0.614 -2.408
H: -1.022 -0.191 1.644
H: -2.471 -1.176 1.534
Hf: 3.705 2.765 -0.359